This record from the Open Molecules 2025 dataset describes a cluster of 4 separate species, C35H51F7NO6Si in total. The level of theory is ωB97M-V/def2-TZVPD.

```
101
Properties=species:S:1:pos:R:3
Si 2.301 0.821 3.520
F -0.794 0.985 -0.398
F -3.565 3.831 -3.088
F -2.803 2.085 -4.145
F -1.912 3.580 -0.996
F 0.281 2.468 -1.757
F -1.435 3.814 -3.627
F -3.257 1.847 -1.260
O -2.767 -0.261 1.966
O -0.812 -6.314 3.207
O 1.335 4.689 -7.895
O -3.524 -1.980 3.208
O 0.536 4.698 -10.005
O -1.544 -8.057 4.437
N -1.950 -0.313 -2.602
C -3.591 -0.826 2.873
C -1.105 -4.906 3.136
C 0.781 -0.788 5.525
C 3.836 -0.709 -2.801
C 0.646 -1.499 6.779
C 2.021 -0.094 5.171
C -4.454 1.312 2.387
C -0.984 5.016 -8.147
C -2.598 -5.891 4.679
C -1.918 -1.480 -3.168
C 0.351 4.799 -8.824
C 0.967 2.104 3.096
C -2.454 3.007 -3.237
C -2.125 2.452 -1.804
C 0.563 -0.385 -2.337
C -0.566 5.452 -6.754
C 3.949 -0.002 -1.374
C -0.710 0.450 -2.745
C -4.553 0.203 3.421
C 1.392 -0.727 -3.655
C 2.763 0.047 -3.702
C 3.110 -0.137 6.130
C 1.757 -1.544 7.709
C 2.988 -0.854 7.393
C 3.691 -0.339 1.213
C -3.039 1.149 1.875
C -2.520 -4.768 3.657
C 3.421 -0.961 -0.226
C -0.796 1.584 -1.714
C -1.627 -6.903 4.117
C 2.463 -0.559 2.184
C -1.569 -1.778 -4.655
C -2.306 -2.714 -2.261
C 0.760 4.752 -6.578
C 3.972 1.726 3.638
H 3.878 2.498 4.453
H 3.962 0.731 1.049
H -1.337 -0.877 -5.264
H 4.853 -0.736 -3.268
H 3.435 -1.745 -2.648
H -0.418 6.536 -6.739
H 1.155 2.436 2.039
H 2.341 -1.164 -0.415
H -0.077 -0.774 4.819
H -4.204 0.529 4.403
H 3.830 -0.871 8.112
H -1.013 -4.566 2.106
H -0.674 -2.467 -4.673
H -2.731 -3.786 4.067
H 4.757 0.997 3.973
H -3.601 -6.307 4.746
H 0.810 -0.390 -4.550
H 1.254 0.253 -1.718
H 3.181 0.060 -4.746
H -2.546 -2.319 -1.240
H -0.056 1.657 3.108
H -1.532 4.072 -8.131
H -0.380 -4.368 3.752
H -4.656 2.306 2.787
H -1.504 -3.484 -2.227
H 4.592 -0.872 1.623
H -2.934 1.475 0.844
H 4.001 -1.917 -0.321
H 1.697 -2.094 8.672
H -3.232 -4.956 2.851
H 2.633 1.114 -3.382
H -5.562 -0.200 3.487
H 5.027 0.258 -1.171
H 2.644 -1.540 2.708
H 4.296 2.183 2.676
H 4.088 0.365 5.960
H -2.404 -2.393 -5.096
H 1.594 -1.819 -3.805
H 1.066 3.001 3.753
H 0.325 -1.283 -1.712
H -2.309 1.684 2.490
H 0.644 3.733 -6.200
H -2.248 -5.572 5.663
H -1.562 5.785 -8.656
H -1.290 5.201 -5.979
H -5.165 1.125 1.578
H -3.271 -3.120 -2.691
H 1.427 5.300 -5.913
H 1.533 -0.672 1.573
H 3.366 0.956 -1.377
H -0.288 -2.042 7.056
```

HOMO ... -2.653 eV
Gap between HOMO and LUMO ... 0.1777 Ha
Charge ... -1
Energy ... -2858.9768 Eh
Strongest force on any atom ... 2.732 eV/A

Results of the Löwdin charge analysis, in e, for atoms 1 through 99:
1 Si 0.585
2 F -0.004
3 F 0.094
4 F 0.160
5 F 0.067
6 F 0.046
7 F 0.137
8 F 0.076
9 O 0.048
10 O 0.026
11 O 0.026
12 O 0.093
13 O 0.109
14 O 0.102
15 N 0.056
16 C -0.471
17 C -0.147
18 C -0.081
19 C -0.193
20 C -0.093
21 C -0.238
22 C -0.154
23 C -0.079
24 C -0.081
25 C -0.404
26 C -0.487
27 C -0.174
28 C -0.479
29 C -0.272
30 C -0.163
31 C -0.163
32 C -0.215
33 C -0.243
34 C -0.080
35 C -0.215
36 C -0.213
37 C -0.097
38 C -0.102
39 C -0.090
40 C -0.254
41 C -0.149
42 C -0.169
43 C -0.209
44 C -0.366
45 C -0.491
46 C -0.240
47 C -0.077
48 C -0.068
49 C -0.156
50 C -0.205
51 H 0.042
52 H 0.078
53 H 0.067
54 H 0.095
55 H 0.096
56 H 0.119
57 H 0.046
58 H 0.085
59 H 0.096
60 H 0.129
61 H 0.090
62 H 0.129
63 H 0.065
64 H 0.083
65 H 0.033
66 H 0.123
67 H 0.079
68 H 0.078
69 H 0.096
70 H 0.067
71 H 0.014
72 H 0.134
73 H 0.125
74 H 0.117
75 H 0.067
76 H 0.108
77 H 0.098
78 H 0.108
79 H 0.091
80 H 0.125
81 H 0.103
82 H 0.123
83 H 0.103
84 H 0.080
85 H 0.031
86 H 0.081
87 H 0.070
88 H 0.094
89 H 0.035
90 H 0.108
91 H 0.117
92 H 0.132
93 H 0.128
94 H 0.123
95 H 0.107
96 H 0.122
97 H 0.060
98 H 0.126
99 H 0.074

This record from the Open Molecules 2025 dataset describes a structure of composition C35H51N2O7SeTi. The level of theory is ωB97M-V/def2-TZVPD.

```
97
Properties=species:S:1:pos:R:3
Se -0.723 -1.815 -0.398
Ti 2.137 -1.216 -0.269
O 1.586 -0.715 -2.093
O 2.635 -3.033 -0.935
O 3.878 -0.428 -0.284
O 4.765 -3.023 0.915
O 5.047 -1.640 -1.893
O 2.691 -5.262 -0.876
O 1.171 0.296 0.452
N 1.008 -4.107 2.870
N 1.906 -2.176 1.627
C -2.317 0.555 2.664
C 2.609 1.541 2.430
C 0.378 0.837 -3.432
C 1.403 2.593 -4.959
C 1.281 1.824 4.487
C 1.674 1.454 -3.974
C 0.066 1.160 2.395
C -4.250 0.189 -4.416
C -3.306 2.439 -4.864
C 0.157 0.322 1.278
C -3.693 0.766 3.301
C -4.217 1.917 -2.618
C -0.871 1.292 -3.841
C -1.186 1.275 3.020
C 3.167 -4.158 -0.624
C -0.953 -0.510 0.985
C 5.612 -1.958 0.404
C -4.204 -0.553 3.899
C 2.492 2.037 -2.811
C -4.681 1.238 2.225
C 1.490 -3.095 2.180
C -2.082 0.820 -3.333
C 1.237 1.976 2.955
C -2.158 -0.386 1.640
C -0.779 -0.626 -1.904
C 0.843 -5.424 2.245
C -2.004 -0.147 -2.339
C 1.023 3.458 2.617
C 4.985 -1.117 -0.624
C 4.528 -4.122 0.073
C -3.660 1.814 4.411
C 2.499 0.391 -4.711
C 0.443 -0.187 -2.463
C -3.441 1.341 -3.808
C 0.226 -3.792 4.062
H 6.530 -2.397 0.002
H 2.736 -0.445 -4.058
H -5.232 0.539 -4.750
H 3.403 2.503 -3.201
H -0.899 2.061 -4.596
H -4.767 0.507 1.417
H -4.666 1.944 4.820
H 3.435 0.829 -5.072
H -3.650 2.721 -2.143
H 3.377 2.081 2.994
H 5.840 -1.366 1.287
H -2.799 2.077 -5.762
H 0.086 3.832 3.037
H -4.409 1.155 -1.859
H -3.001 1.517 5.230
H 0.342 -2.740 4.307
H -0.832 -3.999 3.882
H -4.404 -0.612 -3.689
H 1.403 0.773 4.766
H 0.574 -4.398 4.899
H 2.780 0.471 2.566
H -2.751 3.300 -4.485
H -5.181 2.318 -2.947
H -5.677 1.391 2.653
H -3.323 2.785 4.039
H -3.515 -0.920 4.664
H -1.263 1.976 3.841
H 5.286 -4.204 -0.716
H -4.344 2.179 1.783
H 0.841 3.411 -4.499
H 2.133 2.383 4.884
H -4.301 2.785 -5.159
H -2.983 -1.025 1.340
H 0.990 3.599 1.535
H 1.912 2.802 -2.286
H -4.301 -1.329 3.136
H -5.187 -0.413 4.359
H 2.361 2.997 -5.297
H 1.063 -6.185 2.994
H 4.152 -1.635 -2.276
H 4.579 -5.023 0.685
H 1.843 4.065 3.016
H 1.944 0.009 -5.574
H 1.521 -5.531 1.401
H -2.906 -0.532 -1.872
H 2.743 1.749 1.372
H 2.779 1.275 -2.091
H -3.725 -0.239 -5.274
H 0.854 2.256 -5.843
H 0.382 2.197 4.981
H -0.185 -5.542 1.897
```

HOMO (spin up / spin down) ... -3.335 / -4.861 eV
Gap between HOMO and LUMO (spin up / spin down) ... 0.2039 / 0.2599 Ha
Charge ... -1
Energy above the lowest of the compared OMol25 structures with the same formula, charge and spin ... 0.0 kcal/mol
2S+1 ... 3
Energy ... -5251.5670 Eh
<S²> ... 2.0061
Strongest force on any atom ... 1.022 eV/A

Löwdin analysis output, partial charges in e:
1 Se 1.163
2 Ti 0.924
3 O -0.224
4 O -0.141
5 O -0.191
6 O -0.141
7 O 0.028
8 O 0.010
9 O -0.225
10 N -0.172
11 N 0.188
12 C -0.185
13 C -0.053
14 C -0.081
15 C -0.082
16 C -0.061
17 C -0.529
18 C -0.089
19 C -0.056
20 C -0.075
21 C -0.365
22 C -0.564
23 C -0.056
24 C 0.021
25 C 0.010
26 C -0.614
27 C -0.402
28 C -0.146
29 C -0.058
30 C -0.029
31 C -0.053
32 C -0.197
33 C -0.182
34 C -0.530
35 C -0.081
36 C -0.381
37 C -0.010
38 C -0.075
39 C -0.045
40 C -0.437
41 C -0.140
42 C -0.075
43 C -0.038
44 C -0.353
45 C -0.563
46 C -0.030
47 H 0.121
48 H 0.069
49 H 0.078
50 H 0.083
51 H 0.077
52 H 0.075
53 H 0.080
54 H 0.082
55 H 0.090
56 H 0.083
57 H 0.121
58 H 0.084
59 H 0.076
60 H 0.072
61 H 0.085
62 H 0.093
63 H 0.090
64 H 0.077
65 H 0.086
66 H 0.086
67 H 0.082
68 H 0.086
69 H 0.078
70 H 0.079
71 H 0.085
72 H 0.085
73 H 0.087
74 H 0.132
75 H 0.090
76 H 0.084
77 H 0.078
78 H 0.079
79 H 0.096
80 H 0.090
81 H 0.091
82 H 0.074
83 H 0.078
84 H 0.080
85 H 0.088
86 H 0.089
87 H 0.119
88 H 0.080
89 H 0.087
90 H 0.083
91 H 0.099
92 H 0.080
93 H 0.066
94 H 0.088
95 H 0.081
96 H 0.066
97 H 0.093